# 1
{
  "formula": "C39H40BBrILaN6O3S4",
  "method": "ωB97M-V/def2-TZVPD",
  "elements": ["La", "I", "Br", "S", "S", "S", "S", "O", "O", "O", "N", "N", "N", "N", "N", "N", "C", "C", "C", "C", "C", "C", "C", "C", "C", "C", "C", "C", "C", "C", "C", "C", "C", "C", "C", "C", "C", "C", "C", "C", "C", "C", "C", "C", "C", "C", "C", "C", "C", "C", "C", "C", "C", "C", "C", "B", "H", "H", "H", "H", "H", "H", "H", "H", "H", "H", "H", "H", "H", "H", "H", "H", "H", "H", "H", "H", "H", "H", "H", "H", "H", "H", "H", "H", "H", "H", "H", "H", "H", "H", "H", "H", "H", "H", "H", "H"],
  "coordinates": [[0.27, 0.28, 0.20], [5.09, 1.19, 0.04], [1.89, 2.05, 1.90], [-0.51, -1.18, 3.24], [-2.54, 0.09, 0.57], [-1.50, 2.42, 1.99], [-1.12, 1.90, -1.91], [-1.75, -1.59, 3.87], [-0.92, 2.98, 0.75], [-0.37, 0.24, 2.98], [-0.08, -2.71, -0.68], [1.78, -0.35, -2.97], [2.71, 2.26, -1.27], [-0.90, -0.48, -3.02], [-0.17, -1.88, 1.86], [2.24, -1.04, 0.18], [1.53, -2.51, 6.50], [-0.48, -4.17, 2.63], [-0.58, -5.96, 1.01], [3.06, -1.24, 5.16], [-2.18, -0.83, -3.10], [0.53, -2.28, 5.57], [3.19, 1.21, -4.79], [-1.14, 3.72, 3.28], [-2.28, -0.35, -5.44], [-0.27, -0.11, -4.16], [2.13, 4.54, -1.65], [-3.54, 3.81, 3.18], [-3.67, 2.50, -2.65], [1.15, 0.19, -4.02], [1.83, 1.01, -4.94], [3.30, 4.96, -1.05], [-0.94, -0.03, -5.38], [-2.91, -0.76, -4.27], [4.17, 4.01, -0.55], [-2.83, 1.74, -1.65], [-0.39, -5.03, -0.03], [-0.62, -5.52, 2.31], [-0.31, -3.20, 1.64], [1.88, 3.18, -1.76], [0.00, -3.10, -1.93], [2.06, -1.01, 4.23], [2.91, -1.98, 0.07], [3.84, 0.57, -3.75], [3.09, -0.18, -2.86], [-3.40, 0.98, -0.68], [0.80, -1.53, 4.44], [3.81, 2.68, -0.69], [-2.30, 4.69, 3.32], [-0.35, -5.40, -1.39], [-0.25, -3.64, 0.27], [2.80, -2.00, 6.29], [-3.29, 2.93, 1.97], [-0.15, -4.43, -2.33], [-4.90, 0.82, -0.59], [3.87, -3.17, -0.14], [5.10, 4.28, -0.07], [-2.33, 5.28, 4.24], [-5.42, 1.73, -0.87], [-4.35, 1.84, -3.18], [1.00, 2.80, -2.25], [1.29, 1.50, -5.73], [3.53, 6.01, -0.95], [-0.77, -6.23, 3.12], [4.66, -2.82, -0.98], [4.91, 0.67, -3.62], [4.41, -3.41, 0.91], [3.21, -4.12, -0.53], [-3.45, 3.44, 1.03], [-0.47, -2.66, 5.71], [-0.53, -3.85, 3.66], [-0.69, -7.01, 0.78], [-3.86, 2.00, 2.00], [-3.96, -1.04, -4.28], [-0.50, -6.44, -1.66], [-2.24, 5.38, 2.47], [3.59, -2.19, 7.01], [-3.62, 3.18, 4.07], [-4.26, 3.28, -2.15], [-3.01, 2.98, -3.37], [-5.23, 0.01, -1.25], [-0.41, 0.25, -6.28], [-0.18, 4.16, 3.03], [4.05, -0.83, 5.00], [-0.10, -4.67, -3.39], [0.16, -2.31, -2.65], [1.41, 5.24, -2.05], [-5.17, 0.55, 0.42], [-2.62, -1.18, -2.18], [3.56, -0.69, -2.03], [-1.06, 3.17, 4.22], [1.32, -3.10, 7.39], [2.25, -0.40, 3.36], [3.73, 1.84, -5.49], [-4.46, 4.39, 3.09], [-2.82, -0.29, -6.37]],
  "lowdin_charge": [1.403, 0.859, -0.023, 0.543, 0.479, 0.746, 0.593, -0.315, -0.689, -0.560, 0.106, 0.137, -0.007, -0.013, -0.206, -0.090, -0.100, -0.028, -0.080, -0.072, -0.171, -0.083, -0.080, -0.305, -0.085, -0.284, -0.048, -0.259, -0.157, -0.234, -0.028, -0.080, -0.035, -0.067, -0.157, -0.777, -0.165, -0.101, -0.268, -0.172, -0.137, -0.051, -0.266, -0.075, -0.166, -0.809, -0.243, -0.847, -0.262, -0.032, -0.155, -0.108, -0.308, -0.053, -0.157, -0.450, 0.081, 0.098, 0.056, 0.059, -0.007, 0.098, 0.097, 0.094, -0.003, 0.092, -0.003, 0.001, 0.098, 0.102, 0.079, 0.092, 0.050, 0.097, 0.104, 0.108, 0.090, 0.107, 0.062, 0.036, 0.065, 0.095, 0.061, 0.102, 0.094, 0.069, 0.102, 0.041, 0.098, 0.052, 0.085, 0.092, 0.051, 0.098, 0.102, 0.090],
  "charge": -2,
  "gap_ev": 4.68,
  "lumo_ev": 3.90
}



# 2
{
  "formula": "C39H40CrGeN2O3P2S",
  "method": "ωB97M-V/def2-TZVPD",
  "elements": ["Ge", "Cr", "S", "P", "P", "O", "O", "O", "N", "N", "C", "C", "C", "C", "C", "C", "C", "C", "C", "C", "C", "C", "C", "C", "C", "C", "C", "C", "C", "C", "C", "C", "C", "C", "C", "C", "C", "C", "C", "C", "C", "C", "C", "C", "C", "C", "C", "C", "C", "H", "H", "H", "H", "H", "H", "H", "H", "H", "H", "H", "H", "H", "H", "H", "H", "H", "H", "H", "H", "H", "H", "H", "H", "H", "H", "H", "H", "H", "H", "H", "H", "H", "H", "H", "H", "H", "H", "H", "H"],
  "coordinates": [[-1.40, 3.29, 0.97], [0.57, 0.34, 1.21], [0.48, -0.02, 3.84], [1.21, 0.71, -0.99], [-0.70, -1.65, 0.73], [-1.14, -0.28, 3.48], [0.60, 1.33, 3.18], [1.11, -0.96, 2.84], [2.79, 0.05, -1.00], [2.80, 0.53, 1.25], [-0.51, -1.12, -4.82], [1.48, 2.47, -1.39], [1.55, 2.97, -2.69], [-1.40, -2.35, 2.28], [-0.19, -4.06, -0.70], [-1.47, 4.16, -0.79], [-3.43, -1.71, -2.37], [-2.13, -2.14, 4.58], [1.69, -2.95, 0.30], [0.65, -5.03, -1.21], [-4.60, -1.35, -1.73], [-1.05, 0.05, -4.30], [-3.21, 3.33, 1.72], [-2.22, -1.59, -0.29], [2.15, 5.13, -1.83], [-0.54, 0.59, -3.14], [1.88, 4.30, -2.90], [-0.25, 4.23, 2.23], [-4.58, -1.10, -0.36], [0.32, -3.00, 0.05], [-2.45, -4.21, 3.41], [1.05, -1.21, -3.00], [-2.58, -3.45, 4.57], [2.01, -4.97, -0.97], [4.87, -0.11, 0.21], [0.54, -1.75, -4.17], [-2.24, -1.82, -1.66], [-1.55, -1.61, 3.45], [-1.09, 1.35, 0.66], [4.82, 0.48, 2.53], [2.10, 4.64, -0.53], [-1.87, -3.66, 2.28], [0.53, -0.02, -2.49], [3.50, 0.15, 0.17], [5.53, 0.05, 1.41], [3.47, 0.69, 2.40], [-3.40, -1.22, 0.35], [2.53, -3.93, -0.20], [1.76, 3.31, -0.32], [2.10, -2.16, 0.91], [-1.34, -2.11, -2.18], [-1.25, -4.11, -0.91], [-1.91, 3.48, -1.51], [1.93, 4.68, -3.91], [-0.49, 4.48, -1.15], [3.32, 0.00, -1.86], [-0.67, 5.22, 2.36], [-3.04, -3.87, 5.45], [5.31, 0.64, 3.48], [2.67, -5.73, -1.36], [-2.80, -5.23, 3.39], [0.78, 4.33, 1.90], [-0.90, -1.54, -5.74], [-5.49, -0.81, 0.15], [-1.78, -4.27, 1.39], [5.39, -0.43, -0.68], [-2.11, 5.04, -0.72], [1.36, 2.33, -3.54], [-5.52, -1.26, -2.29], [1.70, 2.94, 0.70], [2.30, 5.29, 0.30], [-3.91, 2.80, 1.06], [3.60, -3.89, 0.01], [-3.55, 4.36, 1.83], [-0.96, 1.51, -2.74], [-0.26, 3.71, 3.19], [2.41, 6.17, -2.00], [0.95, -2.67, -4.56], [6.59, -0.15, 1.47], [-3.42, -1.04, 1.42], [-3.22, 2.85, 2.70], [1.85, -1.73, -2.48], [-1.79, 0.88, 1.36], [-1.45, 1.13, -0.35], [-2.22, -1.52, 5.46], [-3.43, -1.92, -3.43], [-1.88, 0.54, -4.81], [0.24, -5.84, -1.80], [2.89, 1.05, 3.24]],
  "mulliken_spin": [0.011, 1.178, 0.010, -0.069, -0.031, 0.002, 0.001, 0.011, -0.012, -0.028, -0.002, 0.011, -0.001, 0.001, -0.006, 0.001, 0.000, 0.000, 0.013, 0.001, -0.002, 0.002, 0.000, -0.003, -0.001, 0.000, -0.001, 0.002, 0.002, -0.020, 0.000, 0.000, 0.000, 0.000, 0.009, 0.000, -0.004, -0.001, -0.062, 0.003, 0.002, -0.002, -0.007, -0.006, -0.003, -0.003, 0.000, 0.003, 0.009, -0.009, 0.000, -0.001, 0.000, 0.000, 0.000, -0.002, 0.000, 0.000, 0.000, 0.000, 0.000, -0.001, 0.000, 0.000, -0.001, 0.000, 0.000, -0.001, 0.000, 0.000, 0.000, 0.000, 0.000, 0.000, -0.002, 0.000, 0.000, 0.000, 0.000, -0.001, 0.000, -0.001, -0.015, 0.025, 0.000, 0.000, 0.000, 0.000, 0.002],
  "spin_multiplicity": 2,
  "s2": 0.77,
  "charge": 1,
  "gap_ev": [8.61, 8.41],
  "lumo_ev": [-2.66, -2.37]
}